{"formula": "C30H46NO7P", "method": "ωB97M-V with the def2-TZVPD basis set", "smiles": "CCC(=O)O[C@@H](O[P@@](=O)(CCCCc1ccccc1)CC(=O)N1C[C@H](C2CCCCC2)C[C@H]1C(=O)O)C(C)C", "homo_energy_ev": -9.1, "orbital_gap_ev": 9.75, "energy_ev": -56973.20789, "spin_multiplicity": 1, "max_force_ha_per_bohr": 0.02585, "total_charge": 0, "e_lumo_ha": 0.0221, "relative_energy_kcal_mol": 3.3, "elements": ["P", "O", "O", "O", "O", "O", "O", "O", "N", "C", "C", "C", "C", "C", "C", "C", "C", "C", "C", "C", "C", "C", "C", "C", "C", "C", "C", "C", "C", "C", "C", "C", "C", "C", "C", "C", "C", "C", "C", "H", "H", "H", "H", "H", "H", "H", "H", "H", "H", "H", "H", "H", "H", "H", "H", "H", "H", "H", "H", "H", "H", "H", "H", "H", "H", "H", "H", "H", "H", "H", "H", "H", "H", "H", "H", "H", "H", "H", "H", "H", "H", "H", "H", "H", "H"], "coordinates": [[1.0501, 1.0954, 0.2348], [-2.0172, 2.2023, 2.2908], [2.1068, -0.0599, -0.1626], [-0.5377, 3.6149, -0.6183], [-3.8153, 3.4711, 2.2743], [0.0689, 0.7491, 1.2839], [-0.1638, -1.5501, -0.6327], [1.2024, -1.8078, 1.1230], [-2.0319, 1.9475, -0.4710], [-4.3605, 2.1331, -0.2816], [3.2435, -0.6401, 2.5965], [-0.9047, -1.9114, 2.8855], [0.0098, -1.8487, 0.5235], [-5.4413, -2.6477, -1.6936], [-0.8375, 2.4485, -0.8238], [2.0835, 2.5428, 0.6983], [2.2969, -1.3373, 0.3764], [3.5310, 2.4976, 0.2324], [-7.3308, -1.0838, -1.2156], [-4.9552, -0.2720, -1.0052], [-6.3794, -0.1649, -0.4539], [-3.9941, 0.6447, -0.2429], [0.1882, 1.4763, -1.3514], [-3.0444, 2.7947, 0.1281], [6.6678, -1.5109, -0.6228], [3.5348, -1.3631, 1.2850], [-1.0708, -2.3646, 1.4397], [5.2778, -0.1611, -2.0371], [3.6444, 2.4590, -1.2869], [-6.8581, -2.5315, -1.1424], [7.0596, -0.3746, 0.0636], [6.5615, 0.8646, -0.3019], [-2.9774, 2.8578, 1.6694], [-2.5747, 0.6472, -0.8275], [5.1009, 2.3228, -1.7486], [3.9768, -2.8021, 1.5297], [5.7734, -1.4002, -1.6748], [5.6678, 0.9874, -1.3577], [-4.4919, -1.7301, -0.9282], [-2.9397, 3.8220, -0.2355], [-3.4841, -1.8277, -1.3352], [3.1782, -3.3645, 2.0069], [-2.6197, 0.5519, -1.9197], [-4.4654, -2.0384, 0.1201], [-1.7566, -2.2393, 3.4757], [4.5849, -0.0810, -2.8623], [4.0225, 1.6154, 0.6470], [-1.3552, 1.7329, 1.7326], [5.1369, 2.4259, -2.8357], [4.0482, 3.3809, 0.6168], [-0.8390, -0.8283, 2.9302], [6.8750, 1.7480, 0.2364], [-5.0942, -3.6803, -1.6194], [3.2125, 3.3700, -1.7070], [4.1678, -0.4581, 3.1386], [5.6982, 3.1253, -1.3115], [4.8481, -2.8130, 2.1787], [-0.2179, 0.5638, -1.7775], [2.7548, 0.3131, 2.4042], [-5.1580, 2.4015, 0.4067], [2.0265, 2.6062, 1.7873], [-6.8713, -2.8651, -0.1024], [-4.6401, 2.4294, -1.2938], [-8.3360, -0.9977, -0.7988], [-7.5340, -3.1748, -1.7093], [-2.0315, -2.0415, 1.0361], [-6.7329, 0.8639, -0.5310], [-4.9677, 0.0352, -2.0577], [5.4657, -2.2825, -2.2174], [-7.3754, -0.7711, -2.2616], [-5.4398, -2.3704, -2.7502], [4.2378, -3.2879, 0.5928], [-3.9527, 0.3244, 0.8034], [0.0007, -2.3301, 3.3148], [2.5815, -1.2381, 3.2165], [4.3209, -0.8340, 0.7383], [0.8481, 1.9798, -2.0512], [7.0589, -2.4772, -0.3408], [-1.9543, -0.1551, -0.4316], [7.7567, -0.4527, 0.8853], [-6.3765, -0.4403, 0.6030], [3.0807, 1.6009, -1.6556], [2.4445, -1.9974, -0.4967], [-1.0363, -3.4568, 1.3807], [1.5700, 3.4179, 0.2955]], "nbo_charge": [2.24, -0.69, -0.83, -0.64, -0.60, -1.16, -0.63, -0.53, -0.45, -0.39, -0.61, -0.61, 0.85, -0.40, 0.69, -0.80, 0.41, -0.40, -0.39, -0.20, -0.40, -0.21, -0.88, -0.16, -0.18, -0.25, -0.49, -0.23, -0.39, -0.40, -0.23, -0.23, 0.79, -0.23, -0.41, -0.61, -0.22, 0.00, -0.39, 0.26, 0.21, 0.21, 0.19, 0.19, 0.21, 0.21, 0.21, 0.53, 0.22, 0.21, 0.24, 0.21, 0.21, 0.21, 0.22, 0.21, 0.22, 0.28, 0.21, 0.25, 0.26, 0.19, 0.21, 0.21, 0.21, 0.23, 0.21, 0.19, 0.21, 0.19, 0.19, 0.21, 0.21, 0.21, 0.22, 0.23, 0.27, 0.21, 0.24, 0.21, 0.20, 0.20, 0.18, 0.23, 0.28]}